[1]
ORCA calculation (wB97M-V/def2-TZVPD) on a cluster of 2 separate species, C27H20F6IN2O3 in total in a non-equilibrium geometry.

Output
LUMO level (eV): -7.28
Total charge: +1
2S+1: 1
HOMO (eV): -12.29
Kohn-Sham gap (eV): 5.0

Geometry as XYZ:
```
59
C27H20F6IN2O3 (wB97M-V/def2-TZVPD)
F -5.74559 3.86829 -1.39748
C -5.63614 2.66663 -2.04354
F -6.57990 1.83858 -1.50233
F -5.99734 2.87957 -3.35162
C -4.24183 2.09394 -1.93304
C -4.05202 0.71725 -1.89414
C -2.75570 0.21362 -1.83199
C -1.64651 1.05858 -1.71509
C -0.31420 0.29672 -1.37823
C 1.08292 0.96482 -1.48843
C 1.33480 2.32952 -1.40795
C 2.59746 2.83788 -1.74472
C 3.65362 1.96868 -1.96034
C 5.02562 2.54619 -2.21707
F 6.01985 1.73704 -1.74870
F 5.27097 2.74605 -3.55283
F 5.17531 3.76088 -1.60144
C 3.45732 0.59081 -1.89044
C 2.17764 0.10797 -1.61069
C -1.84653 2.43436 -1.76673
C -3.15370 2.94789 -1.86342
H -4.89845 0.04195 -1.88261
H -2.61837 -0.87224 -1.85836
H -0.26407 -0.51089 -2.12589
H 0.58073 3.01265 -1.02377
H 2.74488 3.91028 -1.83561
H 4.27655 -0.09879 -2.04729
H 2.02582 -0.96081 -1.44777
H -1.02314 3.14149 -1.72776
H -3.31349 4.02155 -1.89042
C -3.49975 0.10052 2.11297
N -2.36866 -0.53255 1.46932
C -1.36203 0.28483 0.91960
O -1.25786 1.45459 1.29655
C -0.51902 -0.34704 -0.11210
I 1.76941 0.38189 1.86107
C 2.75482 -1.24704 2.68756
C 3.75845 -1.89673 1.95466
C 4.52712 -2.87598 2.59823
C 4.27712 -3.20972 3.93538
C 3.21336 -2.61042 4.62374
C 2.43086 -1.63565 3.99597
C -0.30150 -1.77321 0.02029
O 0.67544 -2.37908 -0.44382
N -1.34010 -2.51080 0.63619
C -1.37487 -3.93316 0.35137
C -2.49256 -1.90979 1.18171
O -3.51786 -2.54107 1.41761
H -4.20333 -0.69477 2.34399
H -3.15640 0.59051 3.02587
H -3.97136 0.83412 1.44461
H 3.92454 -1.61827 0.91612
H 5.32531 -3.37372 2.04870
H 4.90872 -3.94472 4.44039
H 2.99034 -2.89797 5.65041
H 1.59527 -1.16020 4.50282
H -2.40340 -4.28265 0.41988
H -0.96515 -4.11143 -0.64738
H -0.75340 -4.45098 1.08797
```

Löwdin population analysis, charges in e, atoms 1 to 4:
1 F 0.124
2 C -0.505
3 F 0.124
4 F 0.131

=====

[2]
ORCA calculation (wB97M-V/def2-TZVPD) on a structure of composition C27H20N5O15SZr.

Output
Relative energy (zero: lowest compared OMol25 entry of this formula, charge and spin) (kcal/mol): 6.5
LUMO level (eV): 0.92
Total charge: -1
2S+1: 1
HOMO (eV): -5.49
Kohn-Sham gap (eV): 6.4

Geometry as XYZ:
```
69
C27H20N5O15SZr (wB97M-V/def2-TZVPD)
Zr 0.62904 0.16706 -0.30973
O -0.70527 0.09215 1.47681
C -0.50411 -0.21239 2.64929
C 0.75526 -0.59847 3.20710
C 0.79207 -1.14313 4.48757
C 1.98120 -1.54014 5.02665
C 3.17877 -1.39913 4.29802
C 3.16444 -0.83837 3.05806
C 1.95198 -0.40206 2.45947
O 1.95747 0.18430 1.32426
N 2.01153 -2.11204 6.36704
O 0.95708 -2.22594 6.97274
O 3.09178 -2.44712 6.82662
H -1.36422 -0.20800 3.32816
H -0.12367 -1.27855 5.05002
H 4.09608 -1.75813 4.74297
H 4.07144 -0.72565 2.47563
O -3.72000 4.52007 -0.15632
C -2.84151 3.71284 -0.24177
C -2.91789 2.35482 -0.92045
O -3.88135 1.86140 -1.47330
C -1.61580 1.75830 -0.73184
C -0.75454 2.58269 -0.00511
O 0.43628 2.19597 0.31865
C -1.43557 3.83839 0.34781
O -1.01582 4.77092 0.98289
O -1.25430 0.55859 -1.11493
O 1.78719 -3.47574 1.66876
C 1.47382 -3.29920 0.51639
C 1.25990 -4.40949 -0.51182
C 0.98705 -3.67008 -1.82103
C 0.88277 -2.24626 -1.35521
O 0.50679 -1.26824 -2.04668
N 1.21150 -2.07376 -0.07540
H 0.39617 -4.98503 -0.18020
H 2.12150 -5.07375 -0.53770
H 0.06767 -3.96356 -2.32408
H 1.80698 -3.74861 -2.53690
O 1.20981 1.46695 -2.09860
C 2.36545 0.98517 -2.04247
O 2.65231 0.09680 -1.18265
C 3.41580 1.43660 -3.00769
C 3.25969 2.62560 -3.70231
C 4.22913 3.03078 -4.60291
C 5.33878 2.22883 -4.79397
C 5.51674 1.04118 -4.10613
C 4.54509 0.64966 -3.20208
N 6.37152 2.65483 -5.76620
O 7.33859 1.93462 -5.92039
O 6.19771 3.70125 -6.35938
H 2.37602 3.22744 -3.53257
H 4.13945 3.95013 -5.16206
H 6.40171 0.44877 -4.28501
H 4.64247 -0.26396 -2.63067
S -1.79750 -2.37084 0.25940
C -3.11920 -2.34180 -0.80671
N -3.54418 -1.21059 -1.36217
C -4.71072 -1.14619 -2.22625
C -4.78258 -2.41619 -3.05680
C -4.84237 -3.60517 -2.11406
N -3.79353 -3.48244 -1.10263
H -2.92651 -0.41099 -1.28607
H -4.63104 -0.25055 -2.83457
H -5.61629 -1.05666 -1.61741
H -3.88666 -2.48486 -3.67909
H -5.66015 -2.40437 -3.70342
H -4.69205 -4.53570 -2.66025
H -5.82415 -3.65027 -1.63378
H -3.46905 -4.29318 -0.60890
```

Löwdin population analysis, charges in e, atoms 1 to 4:
1 Zr 1.990
2 O -0.144
3 C -0.146
4 C -0.108

=====

[3]
ORCA calculation (wB97M-V/def2-TZVPD) on a structure of composition C27H21Cl2FN2NaO6.

Output
Relative energy (zero: lowest compared OMol25 entry of this formula, charge and spin) (kcal/mol): 10.6
LUMO level (eV): 2.11
Total charge: -1
2S+1: 1
HOMO (eV): -4.79
Kohn-Sham gap (eV): 6.9

Geometry as XYZ:
```
60
C27H21Cl2FN2NaO6 (wB97M-V/def2-TZVPD)
Na -2.70098 -0.68422 2.16619
Cl -4.16322 2.53950 -3.90950
C -4.19413 1.91730 -2.27271
C -4.87083 0.71750 -2.01473
C -4.91785 0.21244 -0.75022
Cl -5.74589 -1.29920 -0.47835
C -4.31454 0.85680 0.38986
O -4.39950 0.39718 1.54822
C -3.60639 2.05664 0.05826
C -2.77167 2.74187 1.02825
O -2.49588 2.39192 2.16430
C -3.56765 2.57105 -1.24832
H -5.35336 0.18459 -2.82313
H -2.30040 3.66936 0.62577
H -3.01990 3.48608 -1.43995
C 2.53439 -4.38767 -2.13113
C 2.96960 -3.29578 -1.16517
C 4.04357 -2.37031 -1.72587
C 3.50007 -1.55852 -2.89068
C 2.23429 -0.85380 -2.49521
C 1.82086 0.29692 -3.12938
C 0.63631 0.92062 -2.74994
F 0.28471 2.04615 -3.41432
C -0.15594 0.44298 -1.74492
C 0.25422 -0.71645 -1.07332
C -0.58175 -1.19920 0.05257
O -1.60732 -0.57052 0.32013
C -0.10282 -2.37969 0.73019
C 1.03886 -2.95022 0.26296
N 1.81372 -2.49616 -0.74762
C 1.43556 -1.35831 -1.44610
C -0.75118 -3.06725 1.94778
O -0.39971 -4.23538 2.14796
O -1.54339 -2.36862 2.62267
H 3.39223 -4.97699 -2.45753
H 2.05163 -3.96545 -3.01192
H 1.82110 -5.05689 -1.65350
H 3.35007 -3.75534 -0.24743
H 4.90560 -2.96563 -2.03339
H 4.37769 -1.70187 -0.92901
H 3.30711 -2.21993 -3.74104
H 4.23440 -0.82696 -3.23635
H 2.41243 0.72881 -3.92597
H -1.07606 0.92914 -1.45220
H 1.37061 -3.86092 0.74931
O -1.62096 2.41307 4.76435
C -0.60773 3.27814 4.33124
C 0.41199 2.60997 3.42699
C 1.38641 3.38178 2.79173
C 2.28268 2.76634 1.94283
C 2.18790 1.39058 1.76561
C 1.19836 0.71422 2.45561
N 0.31843 1.30144 3.26184
H -1.99039 2.06398 3.94463
H -0.09663 3.66856 5.21732
H -1.02219 4.14023 3.78595
H 1.41361 4.45228 2.95120
H 3.03820 3.34354 1.42462
H 2.85235 0.84873 1.10726
H 1.09930 -0.35841 2.35333
```

Löwdin population analysis, charges in e, atoms 1 to 4:
1 Na 0.485
2 Cl 0.599
3 C -0.684
4 C -0.145

=====

[4]
ORCA calculation (wB97M-V/def2-TZVPD) on a structure of composition C27H21CoN3PSe2 in a non-equilibrium geometry.

Output
Relative energy (zero: lowest compared OMol25 entry of this formula, charge and spin) (kcal/mol): 41.9
LUMO level (alpha / beta) (eV): -7.04 / -8.20
Total charge: +2
⟨S²⟩: 6.020
2S+1: 5
HOMO (alpha / beta) (eV): -13.66 / -13.65
Kohn-Sham gap (alpha / beta) (eV): 6.6 / 5.4

Geometry as XYZ:
```
55
C27H21CoN3PSe2 (wB97M-V/def2-TZVPD)
Co 10.66942 9.42102 11.06081
C 14.04934 11.93794 11.36982
C 13.53953 13.12925 10.87740
C 12.23677 13.18484 10.33932
C 11.39317 12.06296 10.53096
N 11.89815 10.86954 11.06394
C 13.20298 10.88496 11.39858
C 9.99899 11.98015 10.15224
C 9.11347 12.93904 9.71134
C 7.75108 12.63630 9.71134
C 7.27428 11.37514 10.11595
C 8.23394 10.40874 10.36406
N 9.55569 10.71901 10.54262
C 7.90829 9.02667 10.68711
C 6.61053 8.49293 10.85749
C 6.44922 7.42475 11.67270
C 7.55013 6.82685 12.29873
C 8.80841 7.25460 11.92912
N 9.00044 8.36482 11.20941
H 15.10968 11.77287 11.58445
H 14.19182 13.98550 10.86465
H 11.84931 14.08812 9.84445
H 13.63734 9.89466 11.67977
H 9.50648 13.94270 9.62631
H 6.94877 13.33507 9.46571
H 6.22543 11.28618 10.33256
H 5.78890 8.82987 10.26335
H 5.40997 7.08681 11.79998
H 7.44833 6.01386 13.06290
H 9.68804 6.74310 12.21078
Se 11.60084 8.40835 8.97057
P 14.93266 5.70344 10.10837
Se 12.66483 6.66152 10.17987
C 15.38062 6.64599 8.65374
C 15.21502 8.05795 8.61049
C 15.50420 8.78888 7.44302
C 16.05583 8.12915 6.35176
C 16.29050 6.77578 6.41016
C 15.89624 5.99833 7.52724
C 15.81945 6.65404 11.41342
C 17.15910 6.36956 11.71523
C 17.84141 7.25465 12.55341
C 17.24968 8.40919 12.98440
C 15.89707 8.69385 12.70695
C 15.12454 7.68414 12.04260
H 14.85902 8.57025 9.49374
H 15.08580 9.76614 7.34933
H 16.18366 8.56339 5.32654
H 16.72982 6.32278 5.49800
H 15.93655 4.92547 7.54969
H 17.65259 5.53734 11.18601
H 18.87201 7.03247 12.64255
H 17.90117 9.21753 13.32950
H 15.52297 9.70612 12.86105
H 14.00657 7.62798 12.05779
```

Löwdin population analysis, charges in e, atoms 1 to 4:
1 Co 0.528
2 C -0.024
3 C 0.010
4 C 0.057